Entry P
19
Properties=species:S:1:pos:R:3:mulliken_charge:R:1 method="wB97M-V/def2-TZVPD" orbital_gap_ev=9.937 e_homo_ha=-0.34510 e_lumo_ev=0.55 smiles="N[C@@H](CO)CC=O.O"
H -0.2192 -0.9965 2.3061 0.314
H 2.0094 -1.3774 0.7221 0.347
H -0.9796 -1.1963 -1.5529 0.241
H -2.9785 1.7869 0.2748 0.371
H -0.0147 1.5389 -0.4800 0.291
H 0.3778 -1.6607 -0.7926 0.255
C -2.1145 1.5791 -0.3936 -0.132
H 0.9544 0.1837 1.7003 0.278
O -2.3053 1.5869 -1.5889 -0.472
C 0.3392 -0.6768 1.4235 -0.613
H 3.2621 0.5511 0.1661 0.331
O 1.2051 -1.7633 1.0952 -0.585
N -0.2080 -0.8469 -0.9697 -0.666
H -0.6327 1.7136 1.1763 0.372
C -0.7046 -0.3383 0.3073 0.343
H 3.1673 -0.2567 -1.1772 0.340
H -1.6687 -0.7459 0.5939 0.349
O 3.4310 -0.3133 -0.2535 -0.699
C -0.7909 1.2182 0.2113 -0.666



Entry Q
19
Properties=species:S:1:pos:R:3:mulliken_charge:R:1 method="wB97M-V/def2-TZVPD" orbital_gap_ev=10.477 e_homo_ha=-0.36722 e_lumo_ev=0.48 smiles="CNC(=O)CCO.O"
H -1.4162 -0.1826 1.7260 0.264
C 0.3453 1.4425 0.6283 -0.659
C -0.6482 -2.0906 1.7223 -0.874
H 0.5388 -1.1164 -3.4478 0.305
C 0.3765 -0.0581 0.7375 0.675
O 0.3920 2.3248 -1.6312 -0.536
O 1.0907 -1.8210 -3.0928 -0.649
H -0.8130 3.0503 -0.3144 0.276
N -0.6556 -0.6835 1.3184 -0.201
H 1.3531 1.8399 0.6272 0.277
O 1.4046 -0.6804 0.4738 -0.645
H -1.3342 1.4790 -0.9012 0.297
H 1.1059 -1.5749 -2.1686 0.342
H 0.3766 -2.4442 1.7397 0.322
C -0.4816 2.0295 -0.5028 -0.400
H -1.2000 -2.1300 2.6467 0.315
H -1.0869 -2.7560 0.9682 0.261
H -0.0159 1.8572 1.5823 0.347
H 0.6677 1.5142 -2.1116 0.283



Entry R
19
Properties=species:S:1:pos:R:3:mulliken_charge:R:1 method="wB97M-V/def2-TZVPD" orbital_gap_ev=10.263 e_homo_ha=-0.35217 e_lumo_ev=0.68 smiles="C[C@H](O)[C@@H](N)C=O.O"
H -0.2445 -2.1942 -1.7852 0.229
O 1.9689 -0.1109 0.6457 -0.584
H -1.0898 -0.2506 -0.7631 0.360
C -0.6804 -1.4787 0.8982 -0.168
O -1.2398 -0.9449 1.8285 -0.556
H 1.1361 1.0550 -1.9474 0.316
H 1.8222 2.0855 -0.6733 0.380
H 0.1254 2.1549 -1.0066 0.357
H 0.2799 0.8477 1.0108 0.383
H -0.5503 -2.5771 0.9062 0.341
C 0.7144 0.4312 0.1074 0.240
C -0.2013 -0.7100 -0.3305 0.189
H -2.5154 2.0147 2.0499 0.297
H -2.1993 0.6981 1.3229 0.353
C 0.9722 1.4616 -0.9543 -1.436
H 1.2718 -1.9710 -1.0888 0.179
N 0.3917 -1.5552 -1.3358 -0.562
O -2.3906 1.6334 1.1667 -0.643
H 2.4287 -0.5894 -0.0513 0.326



Entry S
19
Properties=species:S:1:pos:R:3:mulliken_charge:R:1 method="wB97M-V/def2-TZVPD" orbital_gap_ev=3.346 e_homo_ha=-0.30477 e_lumo_ev=-4.95
H -1.4343 2.9084 -0.0961 0.309
C -1.1887 2.3529 0.8187 -0.655
H -1.5772 2.5338 1.8653 0.306
H 0.1720 -0.6419 1.3772 0.188
C -0.0208 1.7276 0.7433 0.815
H -0.0628 1.6560 -1.3360 0.344
O -0.9668 -1.2807 -0.8301 -0.546
H 0.9043 -1.3346 -3.3648 0.159
H 0.0068 -2.2398 2.0652 0.231
O 0.4431 1.1921 1.8149 -0.603
C 0.6744 1.4637 -0.5547 -0.813
N 0.2420 -1.6239 1.3007 -0.262
H 1.4836 2.1704 -0.5650 0.387
H 1.0180 0.4274 -0.7003 0.126
O 0.8069 -0.9656 -2.4848 -0.748
C -0.1440 -2.1181 -0.0569 -0.366
H -0.7570 -3.0223 0.0688 0.344
H -0.4614 -0.9713 -1.6370 0.472
H 0.8233 -2.2414 -0.4851 0.311



Computed relative energies in units of hartree: entry P 0.0163; entry Q 0.0000; entry R 0.0057; entry S 0.2885



Entry P
19
Properties=species:S:1:pos:R:3:mulliken_charge:R:1 method="wB97M-V/def2-TZVPD" orbital_gap_ev=10.376 e_homo_ha=-0.35313 e_lumo_ev=0.77 smiles="COCCC(N)=O.O"
H 1.0060 -0.0637 -0.4477 0.311
O -1.5522 -2.2457 -1.1932 -0.669
H -0.0923 0.7534 3.8846 0.248
N 1.9098 1.5199 5.5012 -0.357
C 0.0000 0.0000 0.0000 -0.242
C 0.8715 0.2985 3.5852 -0.375
C 2.0579 0.8774 4.4053 0.436
O -0.0098 -0.2126 1.4172 -0.313
O 3.1556 0.6081 4.0355 -0.593
H 0.9210 1.5498 5.7616 0.218
H 1.9970 0.1776 1.7203 0.333
H 0.8890 1.5734 1.8632 0.287
H -0.3490 1.0442 -0.0661 0.359
H -1.6077 -1.3045 -1.4748 0.391
H -1.7853 -2.2327 -0.2373 0.342
C 1.0109 0.5003 2.1063 -0.517
H -0.6856 -0.6377 -0.5830 -0.371
H 0.7988 -0.7916 3.7633 0.273
H 2.5907 2.0873 6.0121 0.239



Entry Q
19
Properties=species:S:1:pos:R:3:mulliken_charge:R:1 method="wB97M-V/def2-TZVPD" orbital_gap_ev=10.072 e_homo_ha=-0.34457 e_lumo_ev=0.70 smiles="O=C(O)O.CC(C)N"
H 1.6670 1.7450 -1.2201 0.425
H 1.0027 1.2533 1.8648 0.309
O -0.7796 -2.2306 -1.4822 -0.470
H -0.6190 -3.0946 1.3880 0.347
H -1.8699 0.3965 0.7795 0.187
H 1.8440 0.2830 -0.2831 0.287
H -0.5427 2.1428 1.9017 0.370
C 1.1228 0.8599 -0.8693 -1.294
H -1.5235 -0.1944 -0.6810 0.272
H 0.8097 0.2489 -1.7214 0.253
H -0.6608 2.0028 -0.6011 0.194
O -1.1583 -2.8259 0.6222 -0.455
N -1.0909 0.0960 0.1971 -0.602
O 0.9428 -2.2328 0.0148 -0.593
C -0.0629 1.2876 -0.0303 0.679
H 0.0055 -2.2493 -2.0622 0.363
C -0.2680 -2.2536 -0.2235 0.732
H 0.8452 2.8598 1.1121 0.361
C 0.3359 1.9054 1.2940 -1.366



Computed relative energies in units of hartree: entry P 0.0501; entry Q 0.0000



Entry P
10
Properties=species:S:1:pos:R:3:mulliken_charge:R:1 method="wB97M-V/def2-TZVPD" orbital_gap_ev=11.233 e_homo_ha=-0.40897 e_lumo_ev=0.10 smiles="C[C@@H](Cl)[N+](=O)[O-]"
Cl 1.9916 1.5750 -0.3630 -0.151
H -0.6647 -0.8992 0.2678 0.385
N 1.9842 -1.0356 0.1491 0.921
H 0.9698 -0.0603 -1.4538 0.305
C -0.2560 0.0343 0.4558 -1.119
H -0.8799 0.8903 0.0699 0.314
C 1.1220 0.0650 -0.4134 0.056
O 1.7694 -2.0980 -0.3523 -0.537
O 2.9336 -0.7820 0.8319 -0.533
H -0.1564 0.0919 1.5121 0.358



Entry Q
10
Properties=species:S:1:pos:R:3:mulliken_charge:R:1 method="wB97M-V/def2-TZVPD" orbital_gap_ev=10.621 e_homo_ha=-0.37604 e_lumo_ev=0.39
H -2.7203 0.9987 -1.6116 0.199
O -0.8616 1.4807 -0.7559 -0.430
H 0.5813 0.9394 0.5118 0.463
N 1.2112 -0.9366 -0.0461 -0.284
C 0.9988 -0.0192 0.8131 0.129
H -1.3769 0.3040 -2.4262 0.214
O 0.9466 -0.0921 2.1724 -0.377
C -1.5908 0.9170 -1.5299 -0.011
Cl 1.5077 -2.5446 0.6073 -0.196
H 1.3039 -1.0473 2.2651 0.294



Computed relative energies in units of hartree: entry P 0.0254; entry Q 0.0000



Entry P
89
Properties=species:S:1:pos:R:3:mulliken_charge:R:1 method="wB97M-V/def2-TZVPD" orbital_gap_ev=8.148 e_homo_ha=-0.28984 e_lumo_ev=0.26
C -3.0672 1.1041 1.2180 -0.358
H -2.0969 -5.1904 2.2159 0.434
H 4.6586 -2.1460 0.4311 0.272
H -1.1351 -0.3548 -2.9410 0.613
N 1.5375 -1.4787 1.9911 0.642
H 3.8990 0.8008 1.3214 0.263
H 3.4559 -3.2596 -0.2478 0.173
H -0.3078 5.6593 1.6514 0.466
N -1.0830 -0.1662 1.4401 0.840
H 1.1952 3.2344 3.4818 0.462
H 1.6405 1.9851 2.3176 -0.113
H -3.8515 3.9291 0.1419 0.392
Sb 0.8716 1.2400 -0.9552 0.651
C -1.8324 -1.7952 -4.3784 -1.123
H -3.5141 -1.4501 3.3898 0.534
O -3.8144 -3.6381 1.1737 -0.723
Si -1.9211 2.8508 -1.1255 0.728
H -1.2341 -5.1119 -4.0272 0.595
O -0.0491 -5.7099 -1.8932 -0.734
C 1.8728 -0.4381 -0.1441 0.511
H -4.7902 0.4070 2.2719 0.457
H -1.5502 -5.4089 0.5514 0.260
H -2.5153 5.0620 -0.0665 0.306
H -0.2176 -3.9414 2.6379 0.279
H 0.3257 1.6959 3.4470 0.267
H -4.0479 1.6817 -1.6904 0.418
C -2.6422 -3.6039 0.8560 0.443
C -1.6668 -4.6813 1.3561 -0.682
H 3.1723 2.6029 -0.9576 0.432
H 4.4459 0.3613 3.6994 0.474
H 3.0378 -1.2752 4.9836 0.472
H -2.3020 -1.0528 -5.0089 0.492
C 0.1473 4.8795 1.0339 -1.181
C 4.5675 0.3259 -1.6268 -1.417
C 3.3206 0.0927 1.9002 -0.731
Y 0.0718 -2.1276 0.0675 0.025
C 2.6268 -1.5114 -2.9655 -0.902
H -1.5558 4.3009 3.4984 0.431
C 0.7992 2.4572 2.8202 -0.938
H -0.1105 5.1023 -0.0026 0.261
H 4.9591 0.8133 -0.7306 0.339
C 2.2280 2.8433 -0.4699 -1.358
C -0.9003 1.9812 0.2423 2.424
H 1.2055 -2.4270 3.7927 0.328
H 3.4823 -1.6104 -3.6411 0.503
N -0.3384 -4.0913 1.6434 -0.438
C -1.1856 -1.3994 -3.2220 -0.522
C -1.7302 -0.9403 2.3224 -0.446
C -3.7358 0.2572 2.0766 -1.206
C -3.0556 4.2373 -0.5369 -1.212
C -3.0034 1.5771 -1.9942 -1.064
H -3.5980 1.9373 0.7822 0.204
C -1.9287 3.5759 2.7648 -1.352
O 0.8883 -3.9140 -0.9272 -0.641
H 1.2299 4.9726 1.1306 0.395
O -2.0756 -2.7243 0.0916 -0.380
H -2.2733 2.7027 3.3204 0.323
H -1.5042 4.3270 -3.0110 0.492
H -0.3784 2.9747 -3.1130 0.341
C 0.1318 -4.5131 -1.7902 0.135
H -2.3806 -3.4876 -5.5841 0.422
Si 3.2507 -0.9864 -1.2768 0.672
C 3.6201 -0.1532 3.2231 -0.538
H -2.7183 0.5433 -1.7883 0.114
Si -0.4575 3.2034 1.6532 0.853
C 4.1388 -2.4394 -0.4852 -1.045
C -0.5944 -3.5575 -2.7313 0.703
H 1.8722 3.7990 -0.8438 0.393
H -1.1495 -1.7711 2.7132 0.297
C 2.8458 -1.0585 3.9425 -1.288
C -1.7009 0.9255 0.9523 -2.136
C -1.2429 -4.0462 -3.8511 -0.870
H 2.1217 -2.4772 -2.9124 0.102
C -3.0409 -0.7682 2.6989 -0.918
C 1.8218 -1.6969 3.2772 -0.216
H 1.9367 -0.7896 -3.4089 0.268
H 4.8880 -2.8292 -1.1807 0.475
H 0.4020 -4.7164 1.3387 0.331
C -0.8415 3.6820 -2.4239 -1.334
H -0.0547 4.3201 -2.0175 0.316
H 5.4124 -0.1515 -2.1349 0.385
H -3.5387 4.6403 -1.4339 0.435
C 2.2502 -0.5729 1.2812 0.114
H -2.9640 1.7310 -3.0764 0.440
C -1.8700 -3.1446 -4.6935 -0.487
H 4.1929 1.1024 -2.3004 0.358
N -0.5792 -2.2626 -2.4051 0.989
H 2.4051 2.9182 0.6032 0.281
H -2.7836 4.0321 2.2676 0.329



Entry Q
89
Properties=species:S:1:pos:R:3:mulliken_charge:R:1 method="wB97M-V/def2-TZVPD" orbital_gap_ev=7.710 e_homo_ha=-0.28676 e_lumo_ev=-0.09
H -1.3292 -1.4468 -2.5441 0.466
C -1.9474 -1.0838 -1.7207 -0.090
Si 3.6070 0.4849 -0.2669 0.738
H -1.1486 2.3726 -2.0843 0.096
C 4.4446 0.2041 -1.9177 -1.018
H -0.3309 3.7710 -1.4069 0.159
C 1.2968 2.5532 -4.2580 -0.590
H 2.3012 3.5090 1.2588 0.504
C 0.3080 -6.7247 -1.9749 -0.264
H -1.9320 3.9586 -2.1281 0.598
Si -2.1483 2.9823 0.1100 0.261
C 1.7069 3.1820 -3.0960 -0.620
H 0.8426 3.9085 0.3566 0.272
C -1.7749 -0.4182 3.4576 -0.960
C -2.0796 4.5254 1.1798 -1.138
Si -2.0178 1.3203 2.8074 0.533
H 4.0844 -0.7100 -2.3916 0.196
H -2.6892 4.4338 2.0801 0.290
N 1.5072 -2.4984 1.7162 -0.443
C 1.7448 0.5588 -0.5277 1.634
H -2.5085 5.3360 0.5833 0.465
H -3.9047 1.8580 4.2464 0.471
H 0.9833 -0.5164 -2.9244 0.481
C -3.9735 2.7725 -0.3118 -1.379
C 1.3829 -4.6114 -1.7900 0.464
N 0.2820 -4.0492 -1.2862 0.120
H 0.3166 -7.7730 -2.2436 0.440
H -4.5667 1.1321 2.7960 0.464
O -0.9585 -2.4182 0.8349 0.182
H -1.1229 3.5435 3.5603 0.377
H -4.0484 2.8191 2.7833 0.361
H 1.9638 4.2371 -3.1129 0.453
H -2.1201 -0.4710 4.4933 0.554
H 3.9767 -1.8835 0.4344 0.148
H -1.6630 -4.3095 -0.6632 0.513
H -4.3384 3.7475 -0.6478 0.424
H -4.5948 2.4621 0.5285 0.334
C -1.4617 1.4055 0.9700 3.394
H -4.9752 -1.3689 -0.3266 0.486
H 2.3695 -6.3386 -2.5369 0.541
C -1.0254 2.5049 3.8794 -1.229
C 4.1556 -0.9054 0.8871 -1.165
H -1.7371 -6.7191 -1.2838 0.432
N -1.3447 -0.2379 -0.8729 1.090
C 1.4416 -5.9483 -2.1446 -0.868
N 1.8175 2.5780 -1.9153 -0.090
O 3.6512 -4.1728 -2.2902 -0.712
H 4.0555 2.9297 -0.0933 0.335
H 5.2320 -0.8032 1.0459 0.530
H 0.9011 -4.4991 1.8835 0.351
C -3.3655 -0.1429 0.3476 -0.523
H 1.2254 3.1010 -5.1873 0.435
H -4.1285 2.0674 -1.1298 0.347
C -3.2471 -1.5119 -1.6030 -1.308
C -0.8480 -3.2907 1.7834 0.461
Sb 0.8003 1.3115 1.2248 0.201
C -0.8073 -4.8038 -1.1080 -0.310
C 0.5926 -3.5217 2.2589 -0.797
C -3.9591 -1.0423 -0.5059 -1.121
C 2.5947 -3.7022 -1.9286 0.129
H -3.9294 0.2475 1.1795 0.145
C 1.0028 1.1995 -4.1834 -0.751
C -1.3032 3.2988 -1.5241 -0.870
H -2.3108 -1.1756 2.8841 0.288
H 1.4771 -1.6593 2.2950 0.150
H -3.6737 -2.1972 -2.3209 0.500
C 4.3613 2.0475 0.4719 -1.414
O -1.7497 -3.9331 2.2836 -0.726
H -1.4356 2.4344 4.8908 0.479
C -0.8361 -6.1449 -1.4460 -1.096
Y 0.6791 -1.6626 -0.4608 -0.218
H 3.6916 -0.8444 1.8749 0.315
C 1.2190 3.4148 1.2469 -1.373
H 5.5227 0.1074 -1.7650 0.460
C 1.1276 0.5608 -2.9657 -0.378
H 0.6058 -3.5694 3.3481 0.432
H -1.0779 4.8293 1.4725 0.359
O 2.3511 -2.4677 -1.6181 -0.178
H 0.8069 3.8551 2.1515 0.448
H 0.7032 0.6476 -5.0659 0.414
C 1.5252 1.2693 -1.8193 -0.723
H 4.2776 1.0438 -2.5962 0.234
H 4.0843 2.1926 1.5195 0.329
H 5.4520 1.9764 0.4330 0.409
H 0.0347 2.2595 3.9428 0.287
H -0.7147 -0.6838 3.4483 0.046
H 2.4717 -2.8119 1.7346 0.272
C -2.0455 0.2940 0.1464 -2.676
C -3.8053 1.8241 3.1575 -1.270



Computed relative energies in units of hartree: entry P 0.0000; entry Q 0.0162